[1]
A molecular structure, C10H20ClILuN2OPSe at a distorted geometry, computed with wB97M-V/def2-TZVPD.

The geometry in XYZ format:
```
38
Properties=species:S:1:pos:R:3:forces:R:3
C 1.7953 -1.4391 -1.1126 -1.6 -0.6 1.0
I 1.8207 1.9118 -0.5888 -0.3 -0.3 0.8
H 0.6472 -1.2228 -1.0951 2.1 -0.7 -0.6
H 2.0424 -2.2759 -0.4297 0.0 0.5 -0.2
H 2.1061 -1.7892 -2.1051 -0.4 0.4 0.0
Lu -0.5225 -0.0469 0.5434 0.4 0.7 -2.3
P 0.1804 0.3478 -2.8718 -1.0 0.4 -0.9
C 1.7674 0.7764 -3.7122 0.0 0.2 0.5
C -0.2989 -1.0139 -3.9865 -0.2 -0.1 0.4
H -1.8866 1.5711 -2.9548 0.1 0.2 -0.3
H -1.0520 1.5490 -4.5494 -0.1 0.3 0.2
H -0.4853 2.6625 -3.2386 -0.2 -0.1 -0.1
C -0.9250 1.6861 -3.4715 0.2 -0.3 0.4
H -1.2394 -1.4463 -3.6445 0.0 -0.1 -0.2
H -0.4193 -0.5962 -4.9845 0.0 -0.2 -0.1
H 1.5892 0.8576 -4.7831 0.0 -0.1 0.0
H 2.5109 -0.0005 -3.5269 0.1 0.1 -0.1
H 0.4747 -1.7834 -3.9943 -0.1 0.0 -0.1
H 2.1479 1.7253 -3.3301 0.0 -0.1 -0.3
C 2.6153 -0.2617 -0.6846 1.6 0.0 0.4
O 3.7356 -0.3229 -0.3416 -0.7 0.2 -0.2
Cl -2.7653 -0.7544 -0.0130 0.7 0.1 0.4
C 0.0988 2.3210 3.4905 0.2 0.4 0.0
N -0.6974 1.0781 3.5218 -0.1 -0.7 0.1
C -1.8822 0.8684 4.2126 0.9 0.1 -0.5
C -2.1993 -0.4465 4.0469 -0.3 -0.2 -0.1
N -1.2455 -1.0342 3.2568 0.5 0.6 0.6
C -1.1605 -2.4670 2.9240 -0.3 -0.1 -0.1
C -0.2727 -0.1092 2.9702 -0.4 0.2 1.3
Se 1.4669 -0.4812 2.3152 -0.5 -0.1 0.0
H -0.3307 3.0204 4.2345 0.3 -0.4 -0.5
H 0.0448 2.7605 2.4731 0.0 -0.1 0.7
H 1.1609 2.0993 3.7281 -0.8 0.1 -0.1
H -2.3694 1.6692 4.7589 0.0 -0.3 -0.2
H -3.0393 -1.0057 4.4284 0.0 0.1 -0.1
H -1.3104 -3.0661 3.8333 0.0 0.2 -0.4
H -1.9350 -2.6773 2.1760 0.1 -0.2 0.3
H -0.1676 -2.6642 2.5050 -0.3 0.0 0.2
```
Forces are in eV/Å.

Calculated values
Lowest unoccupied orbital energy ... -7.808 eV
Energy ... -144586.571 eV
2S+1 ... 1
HOMO ... -14.654 eV
F_max ... 2.50 eV/A
Kohn-Sham gap ... 6.8 eV
Total charge ... +2

[2]
2 unconnected molecules or ions with the total composition C3H3NO at a distorted geometry, computed with wB97M-V/def2-TZVPD.

The geometry in XYZ format:
```
8
Properties=species:S:1:pos:R:3:forces:R:3
O 1.1448 1.4433 -0.3688 -0.4 -0.5 0.8
C 0.6346 0.8941 0.5307 0.3 0.3 -0.5
C 0.0516 0.2664 1.5218 0.1 0.1 -0.1
C -0.4762 -0.8594 -1.8602 -0.6 -0.5 0.7
N -1.1063 -1.4534 -1.0976 0.6 0.6 -0.8
H 0.1164 -0.2958 -2.5523 -0.1 -0.1 0.1
H -0.7013 -0.4761 1.2837 0.1 0.1 0.0
H 0.3366 0.4809 2.5427 0.0 0.0 -0.1
```
Forces are in eV/Å.

Calculated values
Lowest unoccupied orbital energy ... 0.886 eV
Energy ... -6695.311 eV
2S+1 ... 1
SMILES string ... C=C=O.C#N
HOMO ... -9.350 eV
F_max ... 1.19 eV/A
Kohn-Sham gap ... 10.2 eV
Total charge ... 0
Energy relative to the best compared isomer or geometry (same formula, charge and spin) ... 1.181 eV